Entry 1:
9
Properties=species:S:1:pos:R:3:forces:R:3:nbo_charge:R:1 method="wB97M-V/def2-TZVPD" gap_ha=0.3021 e_homo_ev=-3.56 smiles="NN[P@H](=O)[O-]" de_lowest_kcal_mol=127.75 total_charge=-1
N -0.553896 -0.541964 0.828513 2.07 -0.56 0.22 -0.689
N -0.626306 0.189545 -0.423461 -3.11 -1.61 1.33 -0.902
O 1.491849 1.465746 1.081289 -2.63 -0.97 -5.57 -1.179
O 0.103565 2.439141 -1.450117 -0.51 1.34 -1.19 -1.141
P 0.576252 1.240484 -0.771723 3.62 0.95 6.07 1.957
H 0.270103 -1.163164 0.615904 -1.09 0.58 1.07 0.332
H -0.189123 0.127236 1.573519 -0.07 -0.72 -1.41 0.396
H -1.659083 0.255346 -0.535448 1.68 0.93 -0.79 0.397
H 1.452289 0.495506 -1.609619 0.04 0.06 0.28 -0.172


Entry 2:
9
Properties=species:S:1:pos:R:3:forces:R:3:nbo_charge:R:1 method="wB97M-V/def2-TZVPD" gap_ha=0.2606 e_homo_ev=-2.84 de_lowest_kcal_mol=85.05 total_charge=-1
N -0.866006 1.008354 -0.113932 -0.01 -0.43 -0.16 -1.384
N 0.148764 -1.417392 -0.112534 -1.57 -5.74 -0.45 -1.288
O 0.819116 0.281006 1.673137 1.46 -0.42 2.27 -1.150
O 1.733623 0.556726 -0.794660 0.63 -1.88 0.49 -1.124
P 0.883721 -0.066098 0.265367 -3.53 6.00 -0.44 2.431
H -1.392988 1.493399 -0.867634 1.13 -0.51 0.45 0.327
H -0.926963 1.565962 0.717927 -0.16 0.39 0.24 0.335
H 0.208362 -1.131365 -1.100545 -1.35 -1.98 -0.38 0.405
H -0.607629 -2.290592 0.332873 3.40 4.57 -2.02 0.447


What did the first record say?
9
Properties=species:S:1:pos:R:3:forces:R:3:nbo_charge:R:1 method="wB97M-V/def2-TZVPD" gap_ha=0.3021 e_homo_ev=-3.56 smiles="NN[P@H](=O)[O-]" de_lowest_kcal_mol=127.75 total_charge=-1
N -0.553896 -0.541964 0.828513 2.07 -0.56 0.22 -0.689
N -0.626306 0.189545 -0.423461 -3.11 -1.61 1.33 -0.902
O 1.491849 1.465746 1.081289 -2.63 -0.97 -5.57 -1.179
O 0.103565 2.439141 -1.450117 -0.51 1.34 -1.19 -1.141
P 0.576252 1.240484 -0.771723 3.62 0.95 6.07 1.957
H 0.270103 -1.163164 0.615904 -1.09 0.58 1.07 0.332
H -0.189123 0.127236 1.573519 -0.07 -0.72 -1.41 0.396
H -1.659083 0.255346 -0.535448 1.68 0.93 -0.79 0.397
H 1.452289 0.495506 -1.609619 0.04 0.06 0.28 -0.172